# 1
Computed, not measured: a molecular structure, C4H39N3O13 at a distorted geometry, with wB97M-V/def2-TZVPD.

The geometry in ORCA input format:
```
! wB97M-V def2-TZVPD RIJCOSX def2/J DEFGRID3
* xyz 0 1
C 0.50531 -0.13753 1.94927
N 1.20546 0.12175 0.68175
C 1.75318 1.50090 0.75559
N 1.55727 2.08961 -0.59269
C 0.02811 -1.62136 1.87677
C 0.88515 -2.50730 2.69817
N -1.41049 -1.68058 2.22555
H -0.35309 0.53489 1.93565
H 1.12423 0.09865 2.82464
H 2.04962 -0.50640 0.55685
H 2.76941 1.59887 1.14486
H 1.16148 2.15184 1.39468
H 0.76646 1.54041 -0.96087
H 2.32204 1.85798 -1.21122
H -0.02570 -1.92583 0.82506
H 0.22871 -3.22778 3.22781
H 1.62058 -3.04475 2.12641
H 1.56646 -1.93222 3.34255
H -1.76302 -3.37097 0.69266
H -1.89792 -0.80025 2.15807
H 2.91185 -2.14375 -0.98467
H 3.24174 -2.92852 0.34698
O 2.54541 -2.54000 -0.18726
H -2.36014 0.76634 -1.14098
H -2.19920 2.13354 -0.36987
O -2.78784 1.38698 -0.48226
H 4.11766 0.28507 -0.84906
H 3.54170 -0.26078 -2.33728
O 3.85633 -0.41542 -1.44701
H -2.69861 -3.38951 1.87622
H -1.53289 -2.04193 3.17436
O -2.53962 -3.81666 1.03215
H 0.11539 5.24771 -0.47167
H 0.85341 3.89335 -0.87994
O -0.00195 4.31809 -0.68332
H -0.27914 1.88559 -1.19455
H -0.34475 0.44426 -1.64046
O -0.78155 1.32274 -1.79894
H -1.85875 -0.93605 0.85088
H -1.56108 -2.54845 1.04571
O -1.75323 -1.82026 0.44068
H 1.79370 1.12391 -4.22271
H 1.71391 -0.20536 -3.56970
O 2.29998 0.56729 -3.61707
H -1.23002 0.36280 -4.19134
H -0.64842 1.56581 -3.55413
O -0.48392 0.96512 -4.31561
H -1.40496 -2.23000 -2.14245
H -2.44697 -1.47080 -1.37171
O -2.16638 -1.65926 -2.28313
H -0.02882 -1.42860 -0.40102
H 1.18009 -0.38238 -0.31756
O 0.50791 -0.78467 -0.89153
H -2.90643 0.43762 1.10405
H -2.20489 1.24581 2.24329
O -2.45437 0.35437 1.97888
H -2.71998 4.36387 1.11987
H -1.27392 3.88101 1.01012
O -2.10450 3.71124 1.47047
*
```

Output
LUMO = 0.05 eV
Largest force on an atom = 13.91 eV/A
HOMO = -7.90 eV
HOMO-LUMO gap = 7.95 eV
Molar mass = 337.4 g/mol


# 2
Computed, not measured: a molecular structure, C4H3AuCeCl2N5O3 at a distorted geometry, with wB97M-V/def2-TZVPD.

The geometry in ORCA input format:
```
! wB97M-V def2-TZVPD RIJCOSX def2/J DEFGRID3
* xyz 4 4
Au -0.42265 0.94863 -5.05783
Ce 0.22035 1.00025 -1.80838
Cl -1.56580 2.08813 -3.33099
Cl 1.71635 -0.80653 -2.67746
C -0.63569 -0.15082 0.31827
C -0.15317 1.01190 -7.11015
C 0.36942 -0.23762 -6.56072
O -0.93079 -0.55090 1.36295
O -0.26130 1.51283 -8.18880
O 0.87100 -1.17904 -7.08529
N -0.69508 2.92947 2.88611
N 0.18962 2.78428 1.83078
N 1.20438 3.65811 1.73424
C 1.68168 3.34951 0.50737
N 0.91891 2.45164 -0.15062
N -0.15133 2.18826 0.71374
H -1.17144 2.04812 3.06979
H -0.20474 3.30817 3.68531
H 2.61268 3.72101 0.11956
*
```

Output
LUMO (alpha / beta) = -17.12 / -19.49 eV
Largest force on an atom = 7.38 eV/A
HOMO (alpha / beta) = -24.17 / -24.40 eV
HOMO-LUMO gap (alpha / beta) = 7.06 / 4.90 eV
Expectation value of S² = 3.796
Molar mass = 577.1 g/mol


It is found that the energy values, taken in the order of the records, are -1317.6873, -2182.9058 a.u..
It is found that the relative energy (zero: lowest compared OMol25 entry of this formula, charge and spin) values, taken in the order of the records, are 1289.0, 442.5 kJ/mol.